[1]
{
  "formula": "C7H8N2O",
  "method": "ωB97M-V/def2-TZVPD",
  "smiles": "[H]/N=[N+](\\[O-])c1ccccc1C",
  "de_lowest_kcal_mol": 79.9,
  "lumo_energy_ev": 0.551,
  "homo_energy_ev": -9.62,
  "homo_lumo_gap_ev": 10.167,
  "elements": ["H", "C", "C", "H", "C", "C", "H", "N", "H", "O", "H", "C", "C", "H", "C", "H", "N", "H"],
  "xyz": [[0.485, 2.621, -0.025], [-2.216, 0.647, 0.251], [-0.157, 1.665, 0.020], [-2.276, -1.511, 0.066], [0.483, 0.418, -0.061], [-1.680, -0.632, 0.076], [3.676, 1.081, -0.647], [2.619, 0.978, -0.887], [0.434, -2.638, -1.138], [2.547, -0.359, 0.859], [-2.081, 2.754, 0.086], [0.339, -2.145, -0.085], [-0.288, -0.772, 0.032], [-3.364, 0.758, 0.333], [-1.512, 1.800, 0.091], [-0.333, -2.719, 0.502], [2.052, 0.368, 0.014], [1.272, -2.313, 0.513]]
}

=====

[2]
{
  "formula": "C7H8N2O2",
  "method": "ωB97M-V/def2-TZVPD",
  "smiles": "C/C1=N/C=C\\C=C/OC(=O)N1",
  "de_lowest_kcal_mol": 81.2,
  "lumo_energy_ev": 0.633,
  "homo_energy_ev": -8.08,
  "homo_lumo_gap_ev": 8.712,
  "elements": ["C", "C", "C", "O", "H", "H", "N", "H", "C", "C", "O", "H", "N", "H", "H", "H", "C", "C", "H"],
  "xyz": [[1.386, 1.847, -0.162], [-1.933, -0.605, 1.242], [0.362, 1.618, -1.206], [1.253, -2.687, -1.340], [1.952, 1.139, 1.852], [-2.364, -1.273, 0.522], [0.183, 0.459, 1.287], [-0.805, 0.127, -1.993], [0.850, -1.659, -0.935], [0.132, 0.413, -1.637], [1.113, -0.495, -1.555], [-0.633, -2.339, 0.201], [-0.140, -1.550, -0.017], [-2.217, 0.511, 1.388], [-2.029, -1.048, 2.299], [2.225, 2.402, -0.272], [-0.474, -0.483, 0.766], [1.289, 1.114, 0.995], [-0.149, 2.509, -1.436]]
}

=====

[3]
{
  "formula": "C7H8N2O3",
  "method": "ωB97M-V/def2-TZVPD",
  "de_lowest_kcal_mol": 296.2,
  "lumo_energy_ev": -1.678,
  "homo_energy_ev": -8.23,
  "homo_lumo_gap_ev": 6.551,
  "elements": ["H", "H", "H", "N", "O", "N", "O", "C", "C", "C", "C", "H", "C", "O", "H", "C", "C", "H", "H", "H"],
  "xyz": [[-0.900, 1.333, -2.196], [0.530, -2.240, 2.724], [2.606, -1.214, -1.518], [1.280, 1.079, -2.384], [-0.958, 1.399, -0.961], [-2.998, 0.308, 0.626], [0.126, -1.431, 2.547], [-1.717, 0.196, 1.351], [1.841, -0.800, -0.699], [0.448, -0.997, 1.320], [1.035, 0.051, -1.302], [2.166, -2.421, 0.856], [1.581, -1.414, 0.607], [-1.537, 0.410, 2.495], [1.168, 2.721, -1.646], [-0.009, 0.626, -0.509], [-0.434, -0.041, 0.724], [-3.064, 1.397, -0.120], [-3.961, 0.162, 1.385], [2.797, 0.878, -3.301]]
}

=====

[4]
{
  "formula": "C7H8N2S",
  "method": "ωB97M-V/def2-TZVPD",
  "de_lowest_kcal_mol": 187.7,
  "lumo_energy_ev": [-1.084, -0.774],
  "homo_energy_ev": [-7.99, -7.55],
  "homo_lumo_gap_ev": [6.903, 6.780],
  "elements": ["H", "H", "H", "C", "C", "H", "C", "H", "C", "N", "C", "N", "H", "S", "H", "H", "C", "C"],
  "xyz": [[-0.491, -0.751, -2.076], [-5.149, 0.063, 1.164], [1.237, -1.580, 0.753], [-2.063, -1.152, -0.295], [-4.114, -0.040, 0.678], [1.955, -0.127, 1.545], [0.557, 0.581, -0.718], [0.779, -0.961, 2.362], [-0.469, 0.418, -1.878], [-1.638, 1.078, -1.320], [-2.338, 0.276, -0.598], [-3.515, 0.776, -0.034], [-0.357, 1.062, -2.767], [-3.091, -1.668, 0.924], [1.662, 0.353, -0.876], [0.712, 1.659, -0.373], [1.152, -0.797, 1.409], [0.204, -0.080, 0.530]]
}

=====

[5]
{
  "formula": "C7H8N3NaS2",
  "method": "ωB97M-V/def2-TZVPD",
  "de_lowest_kcal_mol": 0.0,
  "lumo_energy_ev": -0.684,
  "homo_energy_ev": -7.31,
  "homo_lumo_gap_ev": 6.630,
  "elements": ["Na", "H", "S", "H", "H", "N", "H", "H", "C", "H", "C", "C", "C", "N", "C", "S", "C", "C", "H", "H", "N"],
  "xyz": [[-2.277, 0.968, -2.270], [2.993, -0.144, 2.257], [0.099, 2.521, -2.220], [3.660, -0.063, 0.623], [3.387, 1.426, 1.528], [-0.847, 0.814, -0.437], [-2.803, -0.287, 0.783], [-1.907, -1.728, 0.338], [-2.583, -1.912, -2.556], [2.207, 1.832, -0.706], [-0.703, -0.014, 0.581], [2.992, 0.428, 1.333], [-1.883, -0.834, 0.970], [1.434, 1.323, -0.303], [1.615, 0.519, 0.770], [-1.803, -3.319, -2.649], [0.210, 1.502, -0.912], [0.538, -0.171, 1.240], [-1.828, -1.147, 2.011], [0.634, -0.838, 2.083], [-3.133, -0.876, -2.464]]
}

=====

[6]
{
  "formula": "C7H8N3NaS2",
  "method": "ωB97M-V/def2-TZVPD",
  "de_lowest_kcal_mol": 326.0,
  "lumo_energy_ev": [-1.619, -1.619],
  "homo_energy_ev": [-7.71, -7.71],
  "homo_lumo_gap_ev": [6.089, 6.088],
  "elements": ["S", "N", "H", "H", "C", "H", "C", "H", "C", "C", "N", "H", "C", "H", "H", "C", "Na", "S", "C", "N", "H"],
  "xyz": [[0.717, -2.251, -1.037], [-1.203, -3.143, 0.533], [-4.206, -2.210, -3.207], [-1.163, -2.454, -2.682], [-3.087, -3.183, -1.943], [-2.933, -3.015, 2.645], [-1.064, -2.752, -0.689], [-3.350, -3.520, -4.144], [-2.802, -3.960, 1.962], [-3.830, -2.996, -2.923], [-2.052, -0.567, 1.155], [-3.758, -4.433, 1.422], [-3.446, -3.751, -0.555], [-4.643, -3.871, -3.062], [-4.259, -4.170, -0.178], [-3.090, -0.936, 0.427], [-0.227, -1.037, 1.668], [-4.282, -0.656, -1.158], [-2.441, -3.386, 0.291], [-1.754, -2.505, -1.860], [-1.864, -4.758, 1.990]]
}

=====

[7]
{
  "formula": "C7H8N3S",
  "method": "ωB97M-V/def2-TZVPD",
  "smiles": "N/C(N=[NH2+])=C1\\C=CC=CC1=S",
  "de_lowest_kcal_mol": 87.7,
  "lumo_energy_ev": [-6.203, -6.232],
  "homo_energy_ev": [-12.71, -12.98],
  "homo_lumo_gap_ev": [6.502, 6.752],
  "total_charge": 1,
  "elements": ["C", "C", "S", "H", "H", "H", "N", "C", "H", "N", "H", "C", "C", "C", "H", "H", "H", "C", "N"],
  "xyz": [[-1.332, 0.632, 0.372], [1.141, 1.720, 0.879], [2.596, -0.480, 0.572], [-0.921, -3.269, 0.391], [-1.690, -2.019, 1.119], [0.874, -1.379, -3.232], [-1.221, -2.304, 0.291], [-1.237, 1.998, 0.812], [0.050, 3.534, 1.222], [1.078, -1.351, -2.250], [2.071, -1.144, -1.807], [-0.403, -1.551, -0.470], [1.072, 0.366, 0.468], [-0.211, -0.146, 0.126], [2.210, 1.929, 0.964], [-2.197, 0.137, 0.101], [-2.013, 2.710, 0.966], [0.015, 2.547, 1.043], [0.120, -1.929, -1.567]]
}

=====

[8]
{
  "formula": "C7H8N3S3",
  "method": "ωB97M-V/def2-TZVPD",
  "de_lowest_kcal_mol": 11.3,
  "lumo_energy_ev": -6.321,
  "homo_energy_ev": -11.48,
  "homo_lumo_gap_ev": 5.159,
  "total_charge": 1,
  "elements": ["H", "C", "H", "H", "C", "C", "N", "C", "S", "C", "C", "H", "C", "S", "H", "N", "H", "H", "N", "H", "S"],
  "xyz": [[1.233, 0.113, 2.200], [4.542, -1.257, -0.264], [-0.920, 0.849, -1.141], [-0.049, -1.224, 2.258], [0.180, -0.165, 1.881], [2.554, 0.038, -0.231], [-2.370, -0.631, -1.980], [-2.075, -0.661, -0.644], [4.230, 0.451, -0.194], [2.383, -1.401, -0.235], [0.241, -0.155, 0.282], [-1.892, -0.140, -2.674], [1.400, 0.772, -0.017], [-3.210, -1.649, 0.221], [1.367, 1.820, -0.019], [-1.034, 0.200, -0.267], [-0.552, 0.583, 2.227], [-3.191, -1.176, -2.277], [3.514, -2.063, -0.225], [5.575, -1.700, 0.099], [0.799, -1.887, -0.177]]
}